ORCA calculation (ωB97M-V/def2-TZVPD) on a single C26H34F2N4O4S molecule in a non-equilibrium geometry.

ORCA input file:
```
! RIJCOSX wB97M-V def2-TZVPD def2/J DEFGRID3
* xyz 0 1
C -0.654 -0.822 -3.504
C 0.453 -1.037 -2.475
N 0.748 0.164 -1.718
C 1.663 1.116 -2.321
C 3.110 0.952 -1.843
O 4.020 0.672 -2.584
N 3.229 1.191 -0.507
C 4.427 1.153 0.206
C 4.702 2.134 1.161
F 3.773 3.090 1.368
C 5.871 2.161 1.894
C 6.824 1.180 1.674
C 6.585 0.177 0.753
C 5.397 0.162 0.044
F 5.164 -0.873 -0.779
C 0.157 0.489 -0.555
O 0.507 1.473 0.091
C -1.017 -0.350 -0.148
C -2.252 0.180 -0.485
C -3.414 -0.516 -0.214
S -4.994 0.203 -0.647
O -4.758 1.230 -1.618
O -5.903 -0.857 -0.972
N -5.539 0.925 0.743
C -6.136 0.072 1.741
C -7.349 0.730 2.392
C -4.786 2.086 1.175
C -5.375 3.364 0.590
C -3.355 -1.752 0.401
C -2.132 -2.282 0.758
C -0.934 -1.597 0.505
N 0.297 -2.150 0.796
C 1.267 -1.399 1.571
C 2.681 -1.764 1.136
C 2.901 -3.262 1.317
C 1.823 -4.020 0.552
C 0.428 -3.577 1.000
H -0.391 -0.027 -4.197
H -0.807 -1.736 -4.072
H -1.588 -0.559 -3.013
H 1.377 -1.342 -2.974
H 0.165 -1.827 -1.781
H 1.330 2.127 -2.062
H 1.646 0.994 -3.405
H 2.415 1.596 -0.039
H 6.023 2.948 2.614
H 7.748 1.194 2.229
H 7.301 -0.610 0.581
H -2.321 1.127 -0.999
H -5.399 -0.209 2.510
H -6.452 -0.826 1.209
H -7.060 1.625 2.936
H -8.070 1.003 1.627
H -7.815 0.035 3.086
H -4.794 2.124 2.268
H -3.744 1.982 0.851
H -5.360 3.295 -0.494
H -6.402 3.491 0.919
H -4.789 4.224 0.905
H -4.271 -2.289 0.589
H -2.105 -3.236 1.258
H 1.086 -0.333 1.460
H 1.146 -1.647 2.639
H 3.402 -1.197 1.728
H 2.814 -1.506 0.085
H 3.889 -3.544 0.952
H 2.846 -3.515 2.379
H 1.932 -3.819 -0.515
H 1.924 -5.095 0.710
H -0.319 -4.095 0.396
H 0.280 -3.848 2.057
*
```

Results
Energy relative to the best compared isomer or geometry (same formula, charge and spin), kcal per mole: 0.0
Gap between HOMO and LUMO, eV: 9.005
E_HOMO, eV: -8.43
LUMO energy, eV: 0.57